# 1
Molecular formula: C25H27BrN4ORb
Method: DFT, wB97M-V/def2-TZVPD

Properties
E_tot: -3861.29976 Ha
HOMO level: -3.70 eV
orbital gap: 0.216 hartree
relative energy (zero: lowest compared OMol25 entry of this formula, charge and spin): 4.1 kcal per mole
molar mass: 564.89 g/mol

```
! RIJCOSX wB97M-V def2-TZVPD def2/J DEFGRID3
* xyz -1 1
Rb -0.628 0.960 0.976
Br -0.796 -6.979 -1.943
C -0.942 -5.283 -1.076
C -1.096 -5.228 0.320
C -1.201 -4.018 0.942
C -1.158 -2.761 0.235
O -1.227 -1.670 0.855
C -1.010 -2.866 -1.200
C -0.954 -1.738 -2.090
N -0.974 -0.486 -1.800
C -1.019 0.412 -2.864
C -1.827 0.230 -3.966
C -1.861 1.163 -5.020
C -1.098 2.294 -4.982
C -0.278 2.543 -3.857
C 0.519 3.703 -3.736
C 1.266 3.898 -2.613
C 1.213 2.926 -1.593
N 0.502 1.832 -1.671
C -0.242 1.617 -2.786
C -0.903 -4.133 -1.809
H -1.130 -6.147 0.891
H -1.322 -3.963 2.017
H -0.859 -2.025 -3.149
H -2.471 -0.640 -4.004
H -2.512 0.977 -5.866
H -1.123 3.014 -5.791
H 0.516 4.431 -4.540
H 1.876 4.782 -2.485
H 1.773 3.073 -0.674
H -0.790 -4.185 -2.887
C -1.469 2.944 3.682
C -2.660 2.456 3.107
C -2.816 3.064 1.845
C -1.717 3.924 1.638
C -0.883 3.849 2.772
H -1.102 2.708 4.674
H -3.338 1.739 3.552
H -3.620 2.881 1.143
H -1.540 4.524 0.754
H 0.041 4.395 2.918
N 1.908 -1.330 0.166
C 1.990 -2.376 1.186
C 3.076 -2.067 2.218
C 2.976 -0.647 2.774
C 1.662 -0.336 3.494
N 1.364 1.086 3.372
H 1.010 -1.345 -0.304
H 2.624 -1.464 -0.538
H 2.163 -3.375 0.765
H 1.022 -2.420 1.681
H 4.062 -2.189 1.755
H 3.014 -2.805 3.025
H 3.052 0.049 1.939
H 3.818 -0.455 3.448
H 1.717 -0.693 4.533
H 0.843 -0.881 3.021
H 2.086 1.664 3.780
H 0.471 1.365 3.767
*
```

---

# 2
Molecular formula: C37H41Cl3Ge3N2O4W
Method: DFT, wB97M-V/def2-TZVPD

Properties
E_tot: -9523.19770 Ha
HOMO level (alpha / beta): -10.82 / -10.83 eV
orbital gap (alpha / beta): 0.209 / 0.197 hartree
relative energy (zero: lowest compared OMol25 entry of this formula, charge and spin): 63.8 kcal per mole
molar mass: 1085.77 g/mol

```
! RIJCOSX wB97M-V def2-TZVPD def2/J DEFGRID3
* xyz 1 2
W -1.623 -1.750 -0.281
C -3.254 -0.980 3.581
C -3.938 -1.197 2.283
N -3.396 -1.038 1.082
C -4.361 -1.408 0.162
C -5.512 -1.761 0.820
N -5.213 -1.617 2.155
C -6.902 -2.234 0.490
O -7.228 -2.322 -0.777
O -7.632 -2.491 1.410
C -4.135 -1.348 -1.333
O -5.053 -1.576 -2.090
O -2.925 -1.004 -1.666
H -2.176 -1.030 3.425
H -3.545 -1.732 4.312
H -3.495 0.006 3.982
H -5.889 -1.804 2.885
H -6.482 -2.035 -1.364
C 2.372 -3.777 -3.171
C 1.028 -3.879 -2.453
Ge 0.525 -2.116 -1.733
C 0.317 -0.966 -3.347
C 1.500 -0.030 -3.570
C 1.958 -1.325 -0.663
C 1.884 -0.854 0.589
Ge 0.212 -1.013 1.640
C 0.435 -2.351 3.119
C 0.795 -1.866 4.519
C -0.328 0.783 2.319
C -0.328 1.211 3.782
C 3.059 -0.191 1.238
C 2.975 0.231 2.561
C 4.035 0.855 3.205
C 5.222 1.071 2.530
C 5.330 0.657 1.207
C 4.268 0.041 0.573
H 2.635 -4.720 -3.652
H 3.181 -3.533 -2.481
H 2.366 -3.016 -3.955
H 1.064 -4.638 -1.676
H 0.246 -4.186 -3.152
H -0.613 -0.405 -3.288
H 0.204 -1.649 -4.193
H 1.700 0.574 -2.685
H 1.333 0.646 -4.412
H 2.421 -0.579 -3.777
H 2.911 -1.231 -1.177
H 1.207 -3.033 2.758
H -0.472 -2.959 3.185
H 1.797 -1.439 4.566
H 0.786 -2.710 5.211
H 0.100 -1.124 4.912
H -1.320 0.991 1.908
H 0.353 1.425 1.763
H -1.026 0.641 4.394
H -0.634 2.257 3.861
H 0.647 1.136 4.264
H 2.068 0.069 3.126
H 3.930 1.158 4.239
H 6.058 1.546 3.025
H 6.256 0.810 0.667
H 4.400 -0.265 -0.456
Cl -2.588 -6.097 1.783
Ge -2.082 -4.112 1.195
Cl 0.045 -4.400 0.685
Cl -2.560 -4.003 -1.183
C -0.990 0.211 -0.526
C -0.599 1.290 -0.976
C -0.029 2.448 -1.453
C 1.223 2.907 -0.841
C 1.304 3.142 0.531
C 2.516 3.501 1.094
C 3.651 3.590 0.300
C 3.572 3.365 -1.066
C 2.356 3.046 -1.647
C -0.621 3.152 -2.565
C -1.763 2.626 -3.202
C -2.320 3.284 -4.277
C -1.756 4.475 -4.720
C -0.649 5.025 -4.085
C -0.085 4.374 -3.006
H 0.414 3.066 1.141
H 2.579 3.699 2.155
H 4.603 3.840 0.750
H 4.458 3.435 -1.681
H 2.288 2.858 -2.710
H -2.193 1.704 -2.838
H -3.192 2.879 -4.771
H -2.195 4.990 -5.564
H -0.238 5.964 -4.427
H 0.758 4.814 -2.490
*
```

---

# 3
Molecular formula: C16H14N4O7
Method: DFT, wB97M-V/def2-TZVPD

Properties
E_tot: -1363.60934 Ha
SMILES string: Cc1ccc(OCC(=O)N/N=C\c2ccc(O)c([N+](=O)[O-])c2)c([N+](=O)[O-])c1
HOMO level: -8.92 eV
orbital gap: 0.299 hartree
molar mass: 374.31 g/mol

```
! RIJCOSX wB97M-V def2-TZVPD def2/J DEFGRID3
* xyz 0 1
C -2.664 -3.690 -0.878
C -2.558 -2.334 -0.255
C -1.610 -2.075 0.733
C -1.494 -0.834 1.327
C -2.329 0.214 0.944
O -2.378 1.431 1.539
C -1.213 1.942 2.144
C -0.092 2.159 1.119
O 1.080 2.059 1.410
N -0.576 2.481 -0.106
N 0.153 2.924 -1.171
C 1.275 2.430 -1.496
C 1.978 1.256 -0.972
C 1.289 0.074 -0.662
C 1.950 -1.026 -0.179
C 3.334 -1.006 0.039
O 3.905 -2.099 0.532
C 4.030 0.174 -0.299
N 5.441 0.276 -0.139
O 5.998 1.290 -0.492
O 6.036 -0.685 0.349
C 3.350 1.279 -0.812
C -3.246 -0.029 -0.091
N -4.040 1.040 -0.633
O -3.557 2.156 -0.637
O -5.118 0.756 -1.102
C -3.373 -1.291 -0.659
H -2.617 -4.465 -0.117
H -1.835 -3.850 -1.568
H -3.593 -3.792 -1.430
H -0.955 -2.871 1.054
H -0.752 -0.683 2.094
H -0.839 1.311 2.957
H -1.507 2.909 2.564
H -1.566 2.715 -0.199
H 1.768 2.968 -2.298
H 0.221 0.021 -0.822
H 1.421 -1.935 0.058
H 4.873 -1.936 0.640
H 3.921 2.165 -1.048
H -4.109 -1.427 -1.438
*
```

---

# 4
Molecular formula: C10H26BaN2O4
Method: DFT, wB97M-V/def2-TZVPD

Properties
E_tot: -832.28033 Ha
HOMO level (alpha / beta): -11.18 / -10.65 eV
orbital gap (alpha / beta): 0.318 / 0.230 hartree
molar mass: 375.66 g/mol

```
! RIJCOSX wB97M-V def2-TZVPD def2/J DEFGRID3
* xyz 1 2
Ba 0.543 -0.863 -0.596
O 0.967 -3.340 0.314
C 1.561 -4.208 -0.613
C 1.033 -3.994 -2.134
O 1.034 -2.799 -2.861
H 1.482 -5.258 -0.328
H 2.644 -4.108 -0.545
H 0.030 -4.421 -2.163
H 1.504 -4.762 -2.747
C -2.410 1.637 0.310
C -2.846 0.489 -0.578
C -2.353 0.760 -2.010
O -0.908 0.917 -2.023
C -0.512 1.327 -3.300
N -2.243 -0.778 -0.111
H -2.077 1.203 1.253
H -3.181 2.385 0.495
H -1.435 2.021 0.008
H -3.929 0.370 -0.611
H -2.845 1.676 -2.337
H -2.774 -0.123 -2.491
H -0.499 0.531 -4.045
H 0.393 1.934 -3.274
H -1.201 2.048 -3.739
H -2.395 -0.877 0.882
H -2.573 -1.563 -0.654
C 1.382 0.455 4.117
C 1.026 0.443 2.603
C 1.495 1.661 1.775
O 0.995 1.643 0.376
C 1.148 2.893 -0.263
N 1.647 -0.682 1.945
H 2.441 0.411 4.370
H 0.805 -0.352 4.568
H 1.017 1.426 4.452
H -0.060 0.379 2.538
H 2.571 1.571 1.632
H 1.184 2.573 2.286
H 0.295 3.390 0.199
H 1.004 2.673 -1.321
H 2.022 3.522 -0.092
H 2.631 -0.769 2.155
H 1.387 -1.441 2.559
*
```

---

# 5
Molecular formula: C32H40IrN5OS6
Method: DFT, wB97M-V/def2-TZVPD

Properties
E_tot: -4085.82725 Ha
HOMO level (alpha / beta): -6.82 / -6.82 eV
orbital gap (alpha / beta): 0.225 / 0.225 hartree
relative energy (zero: lowest compared OMol25 entry of this formula, charge and spin): 7.2 kcal per mole
molar mass: 895.33 g/mol

```
! RIJCOSX wB97M-V def2-TZVPD def2/J DEFGRID3
* xyz 0 1
Ir -0.520 -0.398 0.328
C -0.255 5.257 1.587
C 1.181 4.888 1.199
S 1.478 3.230 0.564
C 0.716 3.287 -1.069
C -0.803 3.175 -1.165
S -1.593 1.728 -0.392
C -2.876 2.455 0.682
C -2.654 3.798 1.360
S -1.201 3.956 2.432
H -0.816 5.560 0.704
H -0.219 6.125 2.246
H 1.833 4.955 2.071
H 1.548 5.618 0.474
H 1.180 2.477 -1.627
H 1.018 4.215 -1.561
H -1.074 3.138 -2.221
H -1.280 4.054 -0.743
H -3.050 1.670 1.417
H -3.780 2.533 0.075
H -3.532 3.957 1.988
H -2.647 4.622 0.647
C -1.830 -2.396 -2.667
C -0.865 -3.537 -2.358
C 0.573 -3.183 -2.741
C -0.962 -4.074 -0.939
C -1.479 -5.354 -0.776
C -1.492 -5.993 0.451
C -0.929 -5.351 1.542
C -0.418 -4.064 1.455
C 0.296 -3.507 2.677
C 1.762 -3.187 2.371
C -0.393 -2.327 3.363
C -0.497 -3.389 0.211
N -0.023 -2.105 0.102
H -1.742 -2.095 -3.714
H -1.625 -1.525 -2.043
H -2.863 -2.704 -2.496
H -1.157 -4.377 -2.995
H 0.929 -2.332 -2.164
H 0.629 -2.937 -3.805
H 1.247 -4.019 -2.548
H -1.864 -5.868 -1.651
H -1.904 -6.989 0.548
H -0.876 -5.863 2.496
H 0.293 -4.329 3.398
H 1.838 -2.361 1.663
H 2.272 -4.048 1.936
H 2.287 -2.904 3.287
H -0.352 -1.426 2.750
H 0.107 -2.118 4.312
H -1.442 -2.540 3.565
S -6.420 -1.362 -2.945
C -5.435 -1.576 -1.632
S -4.408 -0.312 -1.030
C -3.727 -1.391 0.152
N -4.234 -2.569 0.117
N -5.199 -2.673 -0.864
C -5.791 -3.970 -1.000
C -5.017 -5.078 -0.678
C -5.562 -6.346 -0.791
C -6.873 -6.514 -1.217
C -7.640 -5.400 -1.517
C -7.109 -4.122 -1.408
S -2.543 -0.902 1.351
H -4.003 -4.939 -0.337
H -4.954 -7.206 -0.542
H -7.294 -7.507 -1.308
H -8.667 -5.516 -1.838
H -7.712 -3.259 -1.636
N 6.578 0.110 -0.437
C 5.641 -0.175 -1.372
O 5.920 -0.472 -2.513
C 4.196 -0.092 -0.933
C 3.231 -0.156 -1.926
C 1.899 -0.095 -1.567
N 1.496 0.034 -0.300
C 2.426 0.092 0.658
C 3.778 0.031 0.385
H 7.544 0.038 -0.708
H 6.356 0.369 0.504
H 3.529 -0.264 -2.958
H 1.114 -0.151 -2.311
H 2.059 0.195 1.670
H 4.466 0.060 1.218
*
```

---

# 6
Molecular formula: C5H8FNO
Method: DFT, wB97M-V/def2-TZVPD

Properties
E_tot: -425.01487 Ha
SMILES string: C[C@@H]1C[C@H](F)C=NO1
HOMO level: -9.40 eV
orbital gap: 0.374 hartree
relative energy (zero: lowest compared OMol25 entry of this formula, charge and spin): 119.4 kcal per mole
molar mass: 117.12 g/mol

```
! RIJCOSX wB97M-V def2-TZVPD def2/J DEFGRID3
* xyz 0 1
C -0.555 1.302 -0.875
C -0.984 0.516 0.323
C 0.127 0.031 1.173
C 1.242 -0.574 0.239
F 2.222 0.154 -0.307
C 0.391 -1.475 -0.524
N -0.848 -1.619 -0.493
O -1.749 -0.693 0.004
H 0.335 1.095 -1.547
H -1.300 1.673 -1.548
H -0.082 1.998 -0.358
H -1.972 0.970 0.774
H -0.189 -0.698 1.960
H 0.618 0.773 1.791
H 1.826 -1.344 0.597
H 0.918 -2.109 -1.211
*
```

---

Max |F| values (in Eh/bohr) by entry order: 0.0040, 0.0284, 0.0236, 0.0588, 0.0277, 0.1030.